1.
{"formula": "C40H51ClN6NdO9SSbSi3", "method": "ωB97M-V with the def2-TZVPD basis set", "total_charge": 0, "orbital_gap_ev": [5.9, 5.9], "homo_ev": [-7.54, -7.54], "spin_multiplicity": 4, "e_lumo_ev": [-1.68, -1.67], "species": ["Nd", "Sb", "Cl", "S", "Si", "Si", "Si", "O", "O", "O", "O", "O", "O", "O", "O", "O", "N", "N", "N", "N", "N", "N", "C", "C", "C", "C", "C", "C", "C", "C", "C", "C", "C", "C", "C", "C", "C", "C", "C", "C", "C", "C", "C", "C", "C", "C", "C", "C", "C", "C", "C", "C", "C", "C", "C", "C", "C", "C", "C", "C", "C", "C", "H", "H", "H", "H", "H", "H", "H", "H", "H", "H", "H", "H", "H", "H", "H", "H", "H", "H", "H", "H", "H", "H", "H", "H", "H", "H", "H", "H", "H", "H", "H", "H", "H", "H", "H", "H", "H", "H", "H", "H", "H", "H", "H", "H", "H", "H", "H", "H", "H", "H", "H"], "coordinates": [[-1.6675, 0.6086, 0.4051], [1.6406, -0.6535, -0.1729], [-1.2973, 2.0530, 2.4253], [-8.8800, 0.4814, 2.1739], [-0.5878, -3.2249, 0.8143], [4.4341, -1.8026, 1.6081], [4.7347, 1.1199, 0.2902], [-1.1473, 2.7135, 3.6374], [-0.9130, 5.4318, -5.9488], [-9.1203, 1.3962, 1.0624], [-8.5990, 1.1211, 3.4457], [-2.1976, 2.6954, 1.5345], [-0.0473, 1.9186, 1.7395], [-1.8001, 0.7153, 2.6045], [-9.7542, -0.6740, 2.2201], [-2.9345, 5.5708, -5.2393], [-2.7552, 2.2323, -1.2730], [-0.7706, -3.2252, -1.7666], [-1.7935, 5.1409, -5.1498], [1.5793, -0.1978, 2.4584], [-3.7149, -0.7404, -0.6028], [-0.1200, 1.6810, -1.0811], [-4.9651, 0.3913, 1.1928], [2.8086, 0.2974, 2.2720], [-0.8827, -0.9995, -2.5868], [5.7419, -2.3791, 0.3387], [-6.0204, -1.4321, 0.0173], [-4.9168, -0.6140, 0.2303], [-7.1927, -1.1990, 0.7198], [0.3294, 2.9397, -3.1187], [3.4997, -0.1804, 1.0625], [-1.2375, -1.4673, -3.8354], [0.4560, -4.7580, 0.3204], [-1.9176, 2.8385, -2.1523], [-6.1525, 0.6322, 1.8668], [-0.4076, -1.5528, -0.1296], [2.4662, -1.6824, -1.9125], [4.0399, 2.9047, 0.3166], [1.4318, 0.9025, 4.5660], [1.2907, 1.4266, -0.9361], [-1.1053, -3.6711, -2.9646], [3.1875, -3.1976, 1.9140], [6.3905, 1.2590, 1.2527], [0.9243, 0.0760, 3.5821], [-3.6942, 4.2627, -2.9456], [-2.4702, -3.5736, 0.7134], [-1.3525, -2.8365, -4.0414], [5.3079, -1.4656, 3.2746], [-0.5180, 2.4637, -2.0807], [-0.3574, -2.9102, 2.6901], [-0.6661, -1.9103, -1.5356], [-0.1458, 3.7894, -4.0901], [2.6694, 1.4918, 4.3479], [3.3705, 1.1718, 3.2021], [-4.0157, 2.6423, -1.2209], [1.6669, 2.4026, -3.1605], [-2.3648, 3.8110, -3.0924], [-4.5098, 3.6897, -2.0004], [-7.2609, -0.1503, 1.6151], [5.3004, 0.5296, -1.4416], [-1.4545, 4.2616, -4.0959], [2.1164, 1.6630, -2.1483], [3.5723, 3.1938, -0.6188], [4.5871, -1.2050, 4.0439], [6.2898, 1.6688, 2.2517], [7.0397, 1.9351, 0.7037], [1.7101, -2.3900, -2.2359], [4.6512, -0.2267, -1.8650], [0.6168, -2.5187, 2.9543], [-2.7195, -4.4708, 1.2682], [-4.6795, 2.1135, -0.5441], [5.3564, -2.4563, -0.6707], [-6.2605, 1.4382, 2.5748], [6.2937, 0.0995, -1.3902], [-5.9666, -2.2232, -0.7200], [4.3393, 1.5984, 3.0166], [0.6767, -5.3754, 1.1857], [-4.0592, 5.0420, -3.5951], [-0.0880, -5.3677, -0.3919], [-4.0821, 1.0115, 1.3895], [-2.8101, -3.7239, -0.3051], [6.9149, 0.3147, 1.3352], [3.1052, 1.2359, -2.1594], [-1.1574, -4.7480, -3.0640], [-8.0766, -1.7982, 0.5663], [6.0345, -0.6636, 3.2202], [-0.4926, -3.8440, 3.2259], [2.2668, 2.6046, -4.0347], [3.3642, -2.2287, -1.6400], [2.8412, -3.1895, 2.9412], [6.1066, -3.3619, 0.6211], [0.8642, 1.0992, 5.4603], [-3.5927, -1.7351, -0.8174], [2.3225, -3.0917, 1.2695], [-1.1176, -2.2195, 3.0508], [1.6561, 2.0110, -0.0806], [-0.8011, 0.0629, -2.4039], [3.3050, 3.0283, 1.1074], [0.5144, 4.1309, -4.8746], [-3.0276, -2.7510, 1.1633], [4.8346, 3.6208, 0.5087], [-3.9432, -0.2990, -1.5043], [-1.6187, -3.2354, -5.0060], [-5.5343, 4.0046, -1.8736], [3.6257, -4.1729, 1.7354], [1.3990, -4.4901, -0.1466], [5.3606, 1.3632, -2.1340], [-0.0549, -0.3696, 3.6881], [5.8329, -2.3551, 3.6100], [6.6014, -1.7200, 0.3083], [3.0737, 2.1954, 5.0605], [2.6785, -0.9968, -2.7291], [-1.4303, -0.7736, -4.6421]], "atomic_forces_ev_per_a": [[-1.53, -3.26, -5.93], [0.53, -0.14, -0.88], [1.65, 3.63, 3.94], [0.44, -0.08, -0.34], [-0.58, -0.05, 0.52], [0.49, -0.33, 0.27], [0.67, 0.19, -0.16], [-0.12, 0.40, 0.84], [-0.16, 0.09, -0.04], [-0.19, -0.04, 0.27], [-0.06, -0.05, -0.06], [-1.18, 1.12, -0.62], [0.96, 0.09, -0.40], [-0.82, -1.52, 1.93], [0.11, 0.06, 0.02], [-0.05, 0.02, -0.03], [-0.28, 0.31, 0.01], [-0.05, 0.00, 0.00], [-0.05, 0.65, -0.81], [0.08, -0.09, -0.07], [-0.35, -0.05, -0.25], [-0.12, -0.13, -0.07], [0.21, -0.24, -0.23], [-0.30, 0.19, 0.50], [-0.08, -0.04, 0.36], [-0.56, 0.34, 0.42], [0.14, 0.12, 0.06], [0.05, 0.04, 0.05], [0.16, -0.19, -0.03], [-0.44, -0.45, 0.63], [0.16, -0.29, -0.79], [-0.04, -0.22, -0.15], [-0.33, 0.52, 0.31], [0.26, 0.30, -0.47], [0.32, 0.05, 0.16], [1.35, -0.07, 0.80], [-0.21, 0.11, 0.41], [0.04, -0.66, -0.07], [0.06, -0.06, -0.08], [-0.07, -0.13, 0.67], [0.02, -0.05, -0.22], [0.41, 0.61, -0.14], [-0.71, -0.23, -0.10], [0.08, -0.09, 0.46], [-0.39, -0.15, 0.24], [0.71, 0.08, -0.01], [0.04, 0.21, -0.01], [-0.37, 0.00, -0.65], [-0.11, 0.44, -0.52], [0.06, -0.06, -0.74], [-0.07, 0.28, -0.72], [-0.75, 0.47, -0.18], [-0.12, -0.10, -0.08], [-0.11, 0.05, 0.04], [0.05, -0.28, 0.08], [0.13, -0.16, 0.24], [0.00, -0.14, 0.08], [0.27, -0.02, -0.26], [-0.65, 0.41, 0.07], [-0.30, 0.21, 0.58], [1.02, -0.90, 0.86], [0.12, -0.07, -0.10], [-0.10, -0.01, -0.17], [-0.16, 0.01, 0.11], [-0.04, 0.08, 0.20], [0.02, 0.16, -0.24], [-0.04, -0.11, -0.05], [-0.13, -0.11, -0.14], [0.16, 0.05, 0.03], [-0.06, -0.22, 0.20], [0.06, 0.10, 0.04], [-0.13, -0.02, -0.23], [0.08, 0.14, 0.12], [0.22, -0.11, 0.16], [0.00, -0.06, -0.06], [0.18, 0.06, 0.04], [0.10, -0.05, 0.26], [-0.01, -0.07, 0.10], [-0.17, 0.00, -0.11], [-0.42, -0.02, 0.05], [-0.09, -0.03, -0.19], [0.09, -0.23, 0.00], [0.11, 0.06, -0.14], [-0.08, -0.09, -0.07], [-0.10, -0.08, -0.09], [0.14, 0.18, -0.05], [-0.07, -0.24, 0.10], [0.18, -0.02, -0.07], [0.08, 0.02, 0.08], [-0.13, 0.10, 0.21], [-0.01, -0.20, 0.15], [-0.10, 0.04, 0.06], [0.20, 0.33, 0.07], [-0.22, -0.13, -0.09], [-0.14, 0.11, 0.04], [0.17, -0.13, -0.04], [0.08, -0.03, -0.08], [-0.13, 0.03, 0.14], [0.00, -0.06, -0.01], [-0.06, 0.05, 0.09], [0.24, -0.04, 0.04], [0.26, -0.20, 0.29], [-0.04, -0.08, -0.10], [-0.04, 0.03, 0.00], [0.15, -0.18, -0.14], [0.15, 0.08, -0.12], [-0.06, 0.20, -0.13], [0.11, -0.03, 0.05], [0.06, -0.25, -0.04], [0.16, 0.20, 0.01], [0.08, 0.00, 0.07], [-0.01, 0.11, 0.04], [0.02, 0.05, -0.05]]}



2.
{"formula": "C40H52BrN9O5PTl", "method": "ωB97M-V with the def2-TZVPD basis set", "total_charge": 2, "orbital_gap_ev": 4.9, "homo_ev": -11.55, "de_lowest_kcal_mol": 42.4, "e_lumo_ev": -6.67, "species": ["Tl", "Br", "P", "O", "O", "O", "O", "O", "N", "N", "N", "N", "N", "N", "N", "N", "N", "C", "C", "C", "C", "C", "C", "C", "C", "C", "C", "C", "C", "C", "C", "C", "C", "C", "C", "C", "C", "C", "C", "C", "C", "C", "C", "C", "C", "C", "C", "C", "C", "C", "C", "C", "C", "C", "C", "C", "C", "H", "H", "H", "H", "H", "H", "H", "H", "H", "H", "H", "H", "H", "H", "H", "H", "H", "H", "H", "H", "H", "H", "H", "H", "H", "H", "H", "H", "H", "H", "H", "H", "H", "H", "H", "H", "H", "H", "H", "H", "H", "H", "H", "H", "H", "H", "H", "H", "H", "H", "H", "H"], "coordinates": [[-0.2261, -0.0648, 0.1929], [3.6945, 6.0550, -2.9627], [2.0868, -2.4280, -2.2224], [-1.8870, 0.8515, -2.6241], [-0.5943, 2.5397, -0.6022], [0.7234, -2.3541, 2.2771], [1.9487, 1.8874, -0.2551], [1.2001, -2.2922, -3.6857], [-0.3224, -0.8137, -2.7742], [1.6343, -5.0908, -1.2696], [2.5282, 1.6492, 3.5237], [3.5900, -4.8700, -2.6658], [-1.8948, 5.9108, -2.3956], [1.4259, -0.1975, 2.6338], [-2.3258, 3.7283, -2.5946], [2.4228, -0.4273, 4.6446], [3.7575, -4.5048, -0.3446], [2.1360, 0.3799, 3.6149], [-4.7602, 3.9186, -3.2770], [1.0001, 5.2569, -2.5005], [-2.9193, -1.7784, 1.5297], [2.3280, -5.5749, -2.4576], [1.6956, 3.0115, -1.0071], [-3.2166, 5.7484, -2.7534], [-3.1603, 0.5836, 1.0333], [3.3074, 1.5082, -0.1248], [0.0040, 4.4185, -1.9964], [-1.3962, 4.7125, -2.3174], [1.2216, -1.4891, 2.9902], [-5.4631, 6.2441, -3.3384], [4.4514, -5.0497, -1.5384], [2.3207, 4.9479, -2.2712], [-4.2142, 6.6987, -2.9684], [-3.3550, -0.7595, 0.6765], [2.6812, 3.8155, -1.5485], [0.3477, 3.3231, -1.2143], [-2.5314, 0.9026, 2.2466], [3.3427, -0.1926, 5.7399], [-3.0727, -3.2251, 1.1276], [1.0005, -3.8008, -1.4745], [-4.0965, -1.1087, -0.5933], [-2.1127, -2.5716, 3.7685], [-3.5047, 4.3773, -2.9015], [-2.3681, -1.4602, 2.7781], [-5.7318, 4.8770, -3.4930], [-2.1225, -0.1239, 3.1125], [-3.6693, 1.6724, 0.1163], [1.8124, -1.7151, 4.3855], [-1.4419, 0.2244, 4.4172], [3.4030, -3.4944, -3.0995], [-2.3884, 2.3553, 2.6443], [-0.5733, -1.3601, -5.0712], [-1.7274, -0.4445, -4.6840], [-1.3798, -0.0330, -3.2676], [3.9995, -3.3317, 0.0869], [0.1499, -1.5066, -3.7635], [2.4549, -5.1933, -0.0984], [-2.1639, 0.6112, 5.1396], [3.7516, 1.2948, -1.1009], [4.3582, -0.4998, 5.4781], [1.6905, -5.4225, -3.3272], [-3.3529, 2.8581, 2.5749], [2.9603, 2.1253, 4.2964], [-3.4039, -1.2912, -1.4205], [-2.6890, -0.9600, -4.6714], [-3.0683, -3.3358, 0.0453], [-3.3761, 1.4724, -0.9122], [3.3609, 0.8586, 6.0214], [-0.9620, -0.6431, 4.8635], [-6.7246, 4.5665, -3.7894], [3.1195, -3.5026, -4.1539], [-2.8307, -3.3763, 3.6314], [3.7303, 3.5969, -1.4172], [4.9047, -2.8214, -0.2239], [-6.2596, 6.9550, -3.5112], [3.3124, -2.8657, 0.7814], [3.8922, 2.2871, 0.3708], [2.5288, -6.6424, -2.3512], [-0.8692, -2.3283, -5.4740], [0.7133, 6.1308, -3.0671], [-0.6741, 0.9837, 4.2658], [5.3989, -4.5305, -1.6762], [-2.1512, 2.7435, -2.7408], [3.3010, 0.6081, 0.4874], [-1.4828, 2.8349, -0.8518], [3.0239, -0.7664, 6.6072], [-4.0133, -3.6390, 1.5006], [-1.1087, -2.9889, 3.6428], [-2.0490, 2.4651, 3.6685], [2.6692, -6.2449, 0.0981], [0.0963, -0.9031, -5.8028], [1.0215, -1.9338, 5.1080], [-4.7008, -2.0019, -0.4518], [0.5903, -3.4420, -0.5283], [-4.7686, -0.3081, -0.8888], [2.1181, 2.1954, 2.7824], [-2.2231, -2.2257, 4.7931], [1.9572, -4.7336, 0.7546], [-1.8327, 0.4267, -5.3272], [4.6294, -6.1140, -1.3865], [4.3571, -2.9679, -3.0268], [-4.7608, 1.7084, 0.1463], [0.1655, -3.9453, -2.1642], [-4.9684, 2.8627, -3.3969], [-2.2600, -3.8279, 1.5291], [-1.6837, 2.8788, 1.9930], [-3.3060, 2.6554, 0.4062], [2.5353, -2.5341, 4.4043], [-4.0026, 7.7517, -2.8450]], "atomic_forces_ev_per_a": [[-0.15, -0.09, 0.25], [-0.14, -0.10, 0.06], [-0.24, -0.43, -0.37], [-0.06, -0.18, 0.03], [0.21, -0.16, 0.20], [0.25, 0.04, 0.10], [-0.13, 0.07, 0.04], [0.01, 0.11, 0.03], [0.73, -0.63, -0.13], [0.10, -0.17, 0.11], [0.03, 0.09, 0.03], [-0.04, -0.21, 0.07], [0.36, 0.13, 0.15], [0.05, 0.41, -0.15], [0.07, -0.11, 0.12], [-0.02, 0.09, 0.14], [-0.11, 0.85, 0.05], [-0.23, -0.41, -0.11], [-0.04, -0.11, -0.01], [0.05, -0.01, -0.03], [0.04, 0.07, 0.00], [0.02, -0.09, 0.01], [-0.09, 0.00, -0.03], [-0.24, -0.46, -0.13], [-0.01, 0.00, 0.02], [0.01, -0.05, 0.01], [0.17, -0.10, -0.03], [-0.34, 0.24, -0.10], [0.41, -0.30, -0.24], [0.01, 0.10, 0.04], [0.30, -0.23, -0.67], [0.06, 0.07, -0.05], [0.04, -0.01, 0.01], [-0.01, 0.02, 0.02], [0.08, 0.05, 0.01], [0.01, 0.16, -0.10], [-0.04, 0.03, -0.03], [0.10, 0.04, -0.01], [0.00, 0.10, 0.04], [0.23, 0.31, 0.03], [0.07, 0.04, 0.13], [0.10, 0.04, -0.07], [-0.05, 0.49, 0.07], [-0.02, 0.01, -0.02], [0.01, -0.10, -0.01], [0.06, -0.01, -0.05], [0.01, -0.11, 0.16], [-0.13, -0.10, -0.03], [-0.07, -0.05, -0.07], [-0.04, 0.19, 0.26], [0.02, -0.15, 0.00], [0.21, -0.09, -0.17], [-0.04, 0.03, -0.07], [-0.02, 0.10, -0.21], [0.16, -0.33, 0.28], [-0.72, 0.65, 0.21], [-0.74, -0.27, -0.19], [0.07, 0.03, 0.07], [-0.01, 0.00, 0.01], [-0.02, 0.01, 0.00], [0.00, -0.06, 0.01], [0.03, 0.07, -0.03], [-0.02, 0.03, -0.04], [-0.06, -0.03, -0.06], [0.00, 0.01, 0.01], [-0.01, -0.04, -0.01], [-0.06, 0.05, -0.06], [-0.07, 0.00, 0.03], [0.00, 0.03, 0.01], [-0.01, 0.00, 0.00], [-0.02, 0.05, 0.03], [0.01, -0.04, 0.02], [-0.03, -0.02, 0.03], [-0.02, 0.02, -0.06], [0.01, 0.01, -0.01], [-0.08, 0.03, 0.20], [0.00, -0.04, 0.02], [0.01, 0.02, 0.01], [0.01, -0.02, 0.05], [-0.02, -0.02, -0.03], [-0.04, 0.03, 0.03], [-0.02, 0.02, 0.09], [0.04, 0.03, -0.14], [0.03, 0.01, 0.03], [-0.03, 0.03, 0.05], [-0.06, 0.05, 0.01], [0.01, -0.07, -0.03], [-0.10, -0.04, 0.05], [0.02, 0.03, 0.01], [0.16, 0.09, 0.07], [0.02, -0.03, 0.00], [0.03, -0.05, 0.00], [0.00, -0.02, -0.06], [-0.03, 0.00, 0.02], [0.01, 0.00, -0.07], [0.08, 0.02, 0.03], [-0.01, -0.01, 0.02], [0.12, 0.02, 0.07], [-0.02, 0.03, 0.05], [-0.01, 0.04, 0.16], [0.00, -0.02, -0.06], [-0.01, 0.09, -0.04], [0.00, 0.08, 0.01], [-0.03, 0.01, 0.00], [-0.01, -0.03, 0.00], [-0.03, 0.07, 0.02], [-0.03, 0.02, -0.05], [-0.02, 0.04, -0.06], [-0.01, 0.01, -0.02]]}



Number 1: energy -5088.75817 Ha. Number 2: energy -5511.90609 Ha.